Record 1
Density functional theory data (ωB97M-V/def2-TZVPD) for a cluster of 2 separate species, CH5NO2Si in total in a non-equilibrium geometry.

Each line ends with the natural charge from an NBO analysis.
CARTESIAN COORDINATES (ANGSTROEM)
C  -0.133119  -1.493860  1.088621  -0.749
N  0.921996  1.177432  -0.754129  0.207
O  1.709899  1.679526  0.020273  -0.346
O  1.098334  1.003098  -1.981330  -0.410
Si  -0.775324  0.640291  -0.474565  0.997
H  0.183907  -1.184333  2.170094  0.219
H  -0.842630  -2.280369  1.125081  0.191
H  0.748779  -1.810190  0.507081  0.200
H  -1.496375  1.784254  0.119375  -0.170
H  -1.415468  0.484151  -1.820500  -0.139

Force components x, y, z for each atom (eV/Å):
1.43 2.55 0.24
0.65 0.52 -1.29
-0.28 -0.41 -0.43
0.71 0.27 1.08
-0.86 -2.31 1.68
-0.75 -0.08 -2.25
-1.04 -0.30 -0.24
-0.41 0.34 0.24
0.22 -0.15 0.41
0.33 -0.43 0.57

Summary:
- LUMO level (spin up / spin down): -0.0314 / -0.0314 Eh
- 2S+1: 1
- E_HOMO (spin up / spin down): -9.856 / -9.856 eV
- HOMO-LUMO gap (spin up / spin down): 9.00 / 9.00 eV

---

Record 2
Density functional theory data (ωB97M-V/def2-TZVPD) for a cluster of 5 separate species, C4H15NO3 in total in a non-equilibrium geometry.

Each line ends with the natural charge from an NBO analysis.
CARTESIAN COORDINATES (ANGSTROEM)
C  0.537936  2.534396  -0.524525  -0.429
N  1.731522  3.108077  0.192014  -0.831
C  -2.880420  -3.201465  -1.912223  -0.088
C  -2.254270  -2.175514  0.439662  -0.053
C  -2.932472  -2.233858  -0.846397  -0.307
H  -0.371195  3.243824  -0.724027  0.177
H  0.079737  1.879824  0.285598  0.201
H  0.779136  1.977581  -1.512722  0.191
H  2.427563  2.316490  0.344400  0.431
H  -3.186617  -2.911611  -2.902111  0.216
H  -2.367903  -4.154872  -1.876859  0.207
H  -2.615799  -1.426511  1.163033  0.242
H  -1.566354  -2.981225  0.732324  0.220
H  -3.392397  -1.410704  -1.126875  0.215
H  -0.223051  -1.139149  -0.224581  0.436
H  2.324880  3.791770  -0.304597  0.341
O  -0.107495  -0.202436  -0.481690  -0.920
H  1.148108  0.536805  2.772144  0.481
H  0.190430  0.204019  0.378215  0.521
O  1.047963  0.359306  1.803185  -1.074
H  3.981262  0.304119  0.492089  0.438
H  2.000782  0.440358  1.363265  0.523
O  3.290299  0.847053  0.785692  -1.137

Force components x, y, z for each atom (eV/Å):
-0.71 0.43 0.63
0.34 -0.67 -0.99
1.36 1.85 2.58
-1.69 -0.97 -2.07
3.31 -4.78 0.42
2.05 -0.57 0.14
0.77 0.75 -1.52
-0.44 0.65 1.67
-0.88 0.48 0.23
-0.64 0.13 -0.02
-0.10 -0.06 0.44
0.74 -0.27 -0.49
-0.26 0.55 0.03
-2.44 3.94 -0.92
0.52 0.50 -0.32
-1.05 -0.25 -0.18
-0.90 -1.14 0.49
-0.07 -0.12 -1.58
0.10 -0.39 -0.25
0.11 -0.18 1.36
1.33 -1.22 -0.68
0.26 0.15 0.28
-1.73 1.19 0.74

Summary:
- LUMO level: -0.1746 Eh
- 2S+1: 1
- E_HOMO: -7.016 eV
- HOMO-LUMO gap: 2.26 eV

---

Record 3
Density functional theory data (ωB97M-V/def2-TZVPD) for a structure of composition C71H61ClF5N10OPSY in a non-equilibrium geometry.

Each line ends with the Mulliken charge.
CARTESIAN COORDINATES (ANGSTROEM)
Y  2.004035  1.436490  0.294749  0.785
C  2.281023  -3.714040  2.467091  -0.882
N  2.293413  -2.253506  2.393002  0.471
C  1.672538  -1.528589  1.444621  -0.389
N  1.680663  -0.240271  1.790915  0.375
C  2.357636  -0.150074  2.997892  -0.202
C  2.757034  -1.391332  3.385788  0.519
C  3.793208  -1.787882  4.357225  0.310
C  4.940670  -2.417101  3.864394  -0.331
C  5.976990  -2.755683  4.717838  -0.723
C  5.881408  -2.460633  6.072683  -0.521
C  4.749488  -1.830652  6.564813  -0.812
C  3.708332  -1.490543  5.711929  -0.202
C  2.561714  1.172783  3.609651  -0.269
C  3.426448  2.091498  2.999835  -0.427
C  3.592236  3.361038  3.545104  -0.712
C  2.894868  3.721153  4.685426  -0.640
C  2.046343  2.808747  5.298982  -0.934
C  1.875289  1.541887  4.761675  -0.139
P  1.463120  -2.303585  -0.211952  -0.108
C  0.748649  -1.043303  -1.352910  0.170
N  1.299613  -1.262076  -2.529993  -0.415
C  0.617763  -0.507720  -3.440134  0.355
C  -0.350057  0.240874  -2.800484  -0.257
N  -0.259426  -0.097138  -1.446347  1.746
C  -1.286920  0.050918  -0.390196  -1.719
C  -0.975202  1.471956  -3.332372  0.469
C  -1.702690  1.469344  -4.518280  -0.006
C  -2.129467  2.663917  -5.081288  -1.059
C  -1.837167  3.873830  -4.471039  -0.653
C  -1.129742  3.889647  -3.277127  -0.689
C  -0.702821  2.697067  -2.716705  -0.640
C  0.970267  -0.582130  -4.870657  0.505
C  2.251530  -0.227764  -5.285259  -0.446
C  2.620053  -0.361661  -6.614239  -0.744
C  1.713801  -0.863736  -7.538568  -0.516
C  0.442512  -1.238609  -7.128146  -0.940
C  0.071215  -1.098040  -5.799105  -0.191
C  3.177630  -1.423772  -0.606326  -1.674
N  3.383282  -0.108925  -0.559243  0.841
C  4.737969  0.116463  -0.714566  -0.275
C  5.368211  -1.084268  -0.873771  0.992
N  4.356024  -2.038946  -0.806691  0.737
C  4.505473  -3.479079  -0.997185  -1.311
C  6.794103  -1.352044  -1.103186  0.318
C  7.513603  -0.511062  -1.954347  -0.333
C  8.871947  -0.702756  -2.146070  -0.837
C  9.529743  -1.736173  -1.492077  -0.445
C  8.821482  -2.579605  -0.648908  -0.771
C  7.461633  -2.389878  -0.452520  -0.401
C  5.202723  1.486689  -0.473865  -0.170
C  6.262780  1.738786  0.395570  -0.575
C  6.561596  3.040407  0.770019  -0.653
C  5.800592  4.105340  0.298797  -0.668
C  4.763749  3.871752  -0.589825  -0.689
C  4.460057  2.567160  -0.980795  -0.727
H  1.246632  -4.057402  2.463606  0.124
H  2.763750  -4.021863  3.388257  0.506
H  2.797193  -4.154908  1.616245  0.319
H  5.021233  -2.624954  2.802314  0.530
H  6.862186  -3.240264  4.326298  0.441
H  6.691294  -2.722711  6.740984  0.409
H  4.675438  -1.602000  7.620097  0.416
H  2.821428  -1.006984  6.102018  0.480
H  4.064502  1.783624  2.164980  1.037
H  4.275530  4.061640  3.082575  0.486
H  3.020084  4.710440  5.104865  0.443
H  1.505871  3.090429  6.193153  0.429
H  1.199693  0.833421  5.224165  0.636
H  -1.747349  -0.916917  -0.215623  0.328
H  -2.024351  1.842723  -1.108092  -0.070
H  -0.817634  0.381717  0.540770  0.601
H  -1.927340  0.531564  -5.005384  0.422
H  -2.685846  2.646324  -6.009555  0.446
H  -2.144446  4.802198  -4.935152  0.481
H  -0.894813  4.825450  -2.785351  0.529
H  -0.098636  2.726170  -1.819055  0.093
H  2.955316  0.157821  -4.556141  0.375
H  3.617674  -0.086777  -6.932936  0.421
H  1.999488  -0.969868  -8.577242  0.406
H  -0.255790  -1.655642  -7.842453  0.438
H  -0.910311  -1.419555  -5.472677  0.595
H  4.773141  -3.973141  -0.063583  0.285
H  5.283319  -3.668802  -1.732290  0.467
H  3.563772  -3.882155  -1.358751  0.416
H  6.999084  0.287327  -2.475154  0.521
H  9.417043  -0.047950  -2.813902  0.439
H  10.590894  -1.884934  -1.642360  0.415
H  9.328055  -3.388056  -0.137435  0.426
H  6.927899  -3.039160  0.231102  0.300
H  6.835935  0.908530  0.789542  0.571
H  7.383951  3.222664  1.450269  0.423
H  6.027369  5.116472  0.610554  0.478
H  4.204979  4.702804  -1.001551  0.531
H  3.737115  2.401784  -1.780473  1.003
N  -0.109764  4.053750  0.488579  -0.473
C  0.675250  3.201814  0.438111  0.024
C  -5.350183  3.671672  1.755390  -1.310
C  -5.989580  2.590527  2.626361  2.526
C  -7.126930  3.262438  3.414712  -2.026
C  -4.952959  2.105453  3.652675  -1.892
C  -6.537141  1.349794  1.832384  1.880
O  -7.136354  0.460752  2.798314  -0.716
C  -7.652777  1.631536  0.790624  -1.336
C  -7.349890  1.938791  -0.687537  -1.224
C  -7.006615  3.368580  -1.013694  -0.008
C  -7.908074  4.392972  -0.731163  -0.009
C  -7.610804  5.716690  -1.011456  -0.772
C  -6.391407  6.023784  -1.592897  0.410
Cl  -5.989535  7.678473  -1.941849  -0.252
C  -5.490532  5.023013  -1.909606  -1.081
C  -5.805795  3.701881  -1.626201  0.262
C  -5.474759  0.348332  1.284834  -2.932
N  -4.463196  0.650160  0.299183  1.969
C  -3.230992  1.339419  0.507145  -0.607
N  -2.416929  1.005528  -0.686546  1.231
C  -3.471267  0.404707  -1.560228  -1.271
N  -4.568955  0.170103  -0.898802  -0.972
H  -4.894327  4.422899  2.407094  0.657
H  -6.091880  4.176259  1.139129  0.322
H  -4.569120  3.274005  1.107125  -0.021
H  -6.722944  4.137234  3.926769  0.485
H  -7.544545  2.607325  4.184387  0.501
H  -7.934049  3.615296  2.771285  0.359
H  -4.744846  2.903903  4.368544  0.534
H  -4.008972  1.838263  3.172534  0.080
H  -5.326123  1.242091  4.203449  0.381
H  -7.944127  0.869788  3.123947  0.520
H  -8.305409  2.414662  1.182780  0.363
H  -8.238859  0.709881  0.792095  0.414
H  -8.262756  1.694667  -1.238648  0.466
H  -6.573967  1.273633  -1.061266  0.431
H  -8.867050  4.155507  -0.282215  0.407
H  -8.317838  6.503866  -0.785005  0.420
H  -4.549177  5.278188  -2.375517  0.536
H  -5.100637  2.918673  -1.886199  0.485
H  -6.056905  -0.463980  0.855872  0.409
H  -4.969894  -0.048497  2.168723  0.522
H  -2.724419  1.215692  1.457589  -0.280
H  -3.253493  0.077206  -2.560185  0.770
F  -0.290342  -8.798750  -0.288262  -0.292
C  -0.438267  -7.491885  -0.100832  0.597
C  -0.092599  -6.598799  -1.095520  0.061
F  0.395072  -7.048656  -2.253802  -0.304
C  -0.257644  -5.239321  -0.898153  -0.060
F  -0.035231  -4.446606  -1.955267  -0.297
C  -0.681112  -4.707857  0.320179  0.705
S  -0.814499  -2.995407  0.668283  -0.385
C  -1.024122  -5.641406  1.300272  0.003
F  -1.430973  -5.217932  2.497832  -0.336
C  -0.936524  -7.004774  1.094039  0.326
F  -1.304537  -7.854331  2.050920  -0.298

Force components x, y, z for each atom (eV/Å):
0.90 -1.37 0.53
-0.04 -0.08 -0.01
-0.15 0.16 0.22
0.25 -0.33 -0.01
-0.16 -0.13 -0.09
-0.18 0.04 0.25
0.23 -0.03 -0.29
-0.07 -0.07 0.04
-0.04 0.00 0.05
-0.03 0.03 0.00
0.02 -0.03 -0.04
0.01 0.06 0.05
-0.10 -0.04 0.00
0.15 0.05 -0.07
-0.16 -0.04 -0.05
0.02 0.10 -0.20
0.03 0.01 0.05
-0.02 0.01 -0.04
-0.01 0.03 0.00
-0.36 -0.08 0.19
0.25 -0.22 -0.37
-0.33 0.27 -0.12
-0.15 -0.19 0.15
0.29 0.18 -0.18
0.08 0.12 0.39
0.00 -0.11 0.09
-0.06 0.06 0.03
-0.03 -0.05 0.06
0.01 -0.04 -0.03
-0.01 0.04 -0.03
-0.05 0.02 0.08
0.15 -0.11 -0.23
0.06 0.04 0.00
-0.03 0.05 0.01
0.02 -0.01 -0.03
-0.03 0.00 0.00
0.01 0.01 -0.02
0.01 0.02 0.00
0.12 -0.14 -0.03
0.68 -0.36 -0.54
0.07 -0.19 -0.03
0.10 0.18 -0.06
-0.03 0.03 0.03
0.03 -0.02 -0.06
0.01 -0.06 0.04
-0.03 -0.05 -0.01
0.02 0.02 0.01
-0.01 0.01 -0.02
-0.02 -0.05 0.02
0.02 0.04 0.04
-0.04 -0.01 0.04
0.02 0.09 -0.03
-0.03 -0.04 0.01
0.03 0.02 0.01
-0.12 0.05 0.00
0.00 -0.03 0.17
-0.03 0.07 -0.02
0.05 0.03 0.02
0.05 0.04 -0.01
0.00 -0.01 0.02
-0.01 0.00 0.02
-0.02 0.00 0.00
-0.01 0.00 -0.02
0.02 -0.02 0.00
0.02 -0.05 0.05
-0.01 -0.01 -0.01
0.00 -0.02 -0.01
0.01 0.00 -0.01
0.00 0.02 -0.01
-0.06 -0.08 0.01
-0.02 0.11 0.07
-0.02 0.08 0.01
-0.04 0.02 0.00
0.00 0.00 0.02
-0.05 -0.02 0.06
-0.02 -0.02 0.00
-0.07 0.05 0.02
0.02 -0.04 -0.01
-0.02 0.03 0.02
0.01 -0.01 0.03
0.00 0.03 0.02
0.03 -0.03 0.00
0.01 0.02 0.01
0.00 0.04 -0.01
-0.02 0.02 -0.01
0.00 -0.02 -0.01
-0.01 -0.02 0.02
-0.02 -0.01 0.00
0.00 0.02 -0.01
0.01 0.02 -0.02
-0.02 0.01 -0.01
-0.02 0.01 -0.01
0.02 -0.01 -0.03
-0.02 -0.02 0.02
-0.03 -0.05 0.01
0.16 -0.13 0.04
-1.41 1.89 -0.02
-0.03 -0.05 -0.10
0.04 -0.07 0.06
-0.01 -0.12 0.02
0.00 -0.01 -0.06
0.12 0.20 -0.23
-0.02 0.01 0.06
0.10 0.06 -0.01
0.03 0.07 0.11
-0.04 0.00 -0.10
-0.01 -0.02 -0.01
-0.05 0.04 0.02
0.03 -0.10 0.03
-0.01 0.04 0.00
0.04 0.00 -0.04
0.01 -0.01 -0.03
-0.04 -0.20 0.34
-0.09 -0.05 -0.04
-0.24 1.00 0.06
0.21 -0.62 -0.13
-0.19 0.41 -0.26
0.23 -0.15 0.07
-0.02 -0.02 -0.01
0.00 0.06 0.04
0.01 -0.01 0.00
-0.02 -0.01 0.01
0.00 0.04 -0.02
0.01 0.01 0.01
0.02 0.00 -0.05
-0.03 0.02 0.02
0.03 0.01 0.03
-0.02 0.00 -0.02
-0.06 -0.04 0.01
-0.02 0.01 0.01
0.01 -0.06 0.00
-0.06 0.03 -0.05
0.03 0.01 0.00
0.02 -0.01 -0.01
0.04 0.00 -0.01
0.01 0.00 0.09
0.02 -0.07 0.01
0.01 -0.06 -0.04
0.00 -0.34 -0.04
0.04 -0.03 0.09
-0.02 -0.07 -0.01
0.01 0.05 0.00
0.04 0.01 -0.09
-0.09 -0.02 -0.03
-0.13 0.05 0.05
0.17 0.19 0.10
0.03 -0.11 -0.04
-0.11 0.13 -0.07
0.17 0.07 -0.13
-0.07 -0.01 0.12
-0.01 -0.03 0.07
0.05 -0.04 0.07

Summary:
- LUMO level: -0.1217 Eh
- 2S+1: 1
- E_HOMO: -7.652 eV
- HOMO-LUMO gap: 4.34 eV
- Net charge: +1

---

Record 4
Density functional theory data (ωB97M-V/def2-TZVPD) for the molecule C5H7N3 in a non-equilibrium geometry.

Each line ends with the natural charge from an NBO analysis.
CARTESIAN COORDINATES (ANGSTROEM)
C  -2.300774  0.892664  -0.039016  -0.520
C  0.061023  -0.354735  -0.031170  0.190
C  0.496446  1.079672  0.022060  -0.314
C  1.858491  1.040629  0.064508  -0.295
C  2.393973  -0.227933  0.058121  -0.077
H  -2.050898  1.258019  0.961293  0.233
H  -3.329782  1.115512  -0.572952  0.232
H  -1.346894  0.977700  -0.867832  0.214
H  -0.100557  2.021690  -0.151982  0.246
H  2.374901  2.015200  0.153621  0.228
H  3.379319  -0.808372  -0.135160  0.240
H  1.194136  -2.003408  0.237806  0.418
N  -2.268080  -0.552144  0.091959  -0.117
N  -1.130530  -1.156474  0.067698  -0.180
N  1.230728  -1.028256  -0.169917  -0.499

Force components x, y, z for each atom (eV/Å):
0.97 -1.47 -4.04
0.42 2.98 -0.41
-2.84 -1.93 -0.42
2.89 2.13 0.48
-1.28 -2.31 -1.79
-0.24 0.80 -0.40
2.12 0.08 1.70
-3.24 0.92 1.98
1.03 -1.49 0.77
0.16 -0.98 -0.24
-1.73 1.81 0.74
0.26 1.30 -1.16
1.74 -2.12 0.12
-1.27 2.53 0.07
1.03 -2.23 2.57

Summary:
- LUMO level: 0.0042 Eh
- SMILES string: C/N=N\c1ccc[nH]1
- 2S+1: 1
- E_HOMO: -8.504 eV
- HOMO-LUMO gap: 8.62 eV

---

Relative energy (zero: lowest compared OMol25 entry of this formula, charge and spin) for every record listed, in sequence, given in eV: 3.693, 8.395, 9.423, 4.593.